{
  "formula": "C12H29EuN4O6P",
  "method": "ωB97M-V/def2-TZVPD",
  "total_energy_ev": -59770.0716,
  "largest_force_ev_per_a": 3.70,
  "e_lumo_ev": [-1.61, -2.50],
  "orbital_gap_ev": [5.33, 4.35],
  "spin_multiplicity": 8,
  "de_lowest_kj_mol": 0.0,
  "total_charge": 0,
  "species": ["O", "H", "Eu", "N", "N", "N", "N", "O", "O", "O", "O", "C", "C", "C", "C", "C", "H", "H", "H", "C", "H", "H", "H", "C", "C", "H", "H", "H", "H", "H", "H", "H", "H", "C", "H", "H", "H", "O", "H", "H", "C", "P", "C", "C", "H", "H", "H", "H", "H", "H", "H", "H", "H"],
  "xyz": [[1.96683, 2.50831, -2.00203], [2.15012, 1.70178, -2.62218], [-0.06385, 1.11397, -1.02843], [0.55305, 2.23062, 1.08758], [1.95669, 0.20067, 0.48783], [-2.17555, -0.13016, -1.84885], [-0.25963, -1.55887, -0.87815], [-0.12780, 3.08607, 0.37305], [-3.08436, 0.65447, -2.32915], [0.59308, -2.38322, -0.17323], [2.56163, -0.95069, 0.46994], [2.68588, 1.24009, 0.98147], [1.92545, 2.43322, 1.10468], [-2.41610, -1.45753, -1.83239], [-1.33368, -2.24620, -1.32864], [2.52086, 3.78504, 1.01072], [2.73720, 4.04340, -0.04250], [3.46532, 3.83891, 1.57483], [1.83963, 4.54898, 1.40451], [4.14040, 1.11108, 1.25612], [4.69322, 0.84574, 0.34087], [4.33948, 0.33077, 2.00795], [4.53898, 2.06253, 1.62928], [-3.68579, -2.08881, -2.26775], [-1.43686, -3.72887, -1.23816], [-4.30768, -1.31436, -2.72644], [-4.21766, -2.55281, -1.42128], [-3.49486, -2.89836, -2.98677], [-0.51982, -4.12572, -0.79260], [-1.57020, -4.18554, -2.23109], [-2.29899, -4.03706, -0.62700], [-1.95389, 1.70792, -2.88977], [1.41923, -1.80378, 0.07914], [1.88326, 0.15256, -3.19218], [2.27757, 0.36696, -4.19998], [0.98950, -0.50067, -3.21649], [2.61647, -0.23136, -2.47296], [-1.00087, 2.04898, -2.98513], [1.73812, 3.28325, -2.55780], [-0.73626, 1.86682, -3.90816], [-2.92154, -0.06514, 3.05170], [-1.32255, -0.37775, 2.19158], [-0.19261, 0.22584, 3.50403], [-1.22360, -2.18004, 2.54772], [-3.12918, 1.01523, 3.03015], [-2.88182, -0.41944, 4.09483], [-3.72337, -0.58841, 2.50768], [-0.69859, 0.18314, 4.47950], [0.71606, -0.38999, 3.51925], [0.08569, 1.25794, 3.25108], [-0.19513, -2.52832, 2.39718], [-1.87476, -2.70971, 1.83997], [-1.54671, -2.39148, 3.57647]],
  "lowdin_spin": [-0.002, 0.000, 6.094, 0.217, 0.079, -0.010, -0.008, 0.324, -0.001, -0.002, 0.306, 0.033, -0.033, 0.001, 0.001, -0.007, -0.003, -0.001, -0.002, 0.003, -0.001, 0.003, 0.000, 0.000, 0.000, 0.000, 0.000, 0.000, 0.000, 0.000, 0.000, 0.000, -0.002, 0.011, 0.000, 0.001, -0.001, -0.004, 0.000, 0.000, 0.000, -0.001, 0.002, 0.000, 0.000, 0.000, 0.000, 0.000, 0.000, 0.001, 0.000, 0.000, 0.000]
}


{
  "formula": "C12H29GeN4S5SbSe4Zn",
  "method": "ωB97M-V/def2-TZVPD",
  "total_energy_ev": -445913.3336,
  "largest_force_ev_per_a": 2.63,
  "e_lumo_ev": 3.70,
  "orbital_gap_ev": 5.38,
  "de_lowest_kj_mol": 104.8,
  "total_charge": -2,
  "species": ["Zn", "S", "C", "S", "S", "N", "C", "N", "S", "H", "H", "H", "H", "C", "C", "C", "C", "Ge", "C", "C", "C", "C", "H", "H", "H", "H", "H", "H", "H", "H", "H", "H", "H", "H", "H", "H", "H", "H", "H", "H", "H", "Se", "Sb", "Se", "Se", "Se", "C", "N", "C", "N", "S", "H", "H", "H", "H", "H", "H"],
  "xyz": [[0.37876, 1.98371, 0.59706], [0.45098, 3.92424, 4.27126], [0.30415, 3.57545, 2.67026], [1.54741, 3.77038, 1.48616], [-1.31358, 2.83314, 2.01826], [-1.02115, 2.90896, -3.82738], [-0.49057, 3.79635, -2.96516], [0.59708, 4.45215, -3.38352], [-1.17361, 4.04148, -1.44653], [-0.40203, 2.51094, -4.54539], [-1.71053, 2.30036, -3.42340], [1.11846, 4.12164, -4.18840], [1.13017, 4.95624, -2.69595], [-2.59291, -3.68444, 3.94471], [-1.91671, -2.46643, 3.32530], [-2.91085, -1.36195, 2.96492], [-2.33975, -0.39248, 1.92254], [-0.87994, 0.64629, 2.71099], [1.03763, 0.24615, 2.98120], [2.00174, -0.43055, 2.01374], [1.76181, -1.92863, 1.87251], [2.75847, -2.56012, 0.91031], [-1.86467, -4.45028, 4.21582], [-3.29938, -4.12707, 3.23914], [-3.14817, -3.40846, 4.84473], [-1.37441, -2.76771, 2.42535], [-1.17695, -2.06923, 4.02879], [-3.18598, -0.81292, 3.87104], [-3.82958, -1.81131, 2.57351], [-3.09579, 0.33742, 1.62513], [-2.02691, -0.93453, 1.03083], [-1.23368, 0.77293, 4.21408], [0.95135, -0.35468, 3.89436], [1.42390, 1.21109, 3.32798], [3.02075, -0.25754, 2.37509], [1.97926, 0.00980, 1.01231], [0.74662, -2.09470, 1.50241], [1.83614, -2.39928, 2.86210], [2.75320, -2.03872, -0.04800], [2.52352, -3.61056, 0.72711], [3.77334, -2.50257, 1.31225], [1.57843, 1.29410, -5.40207], [2.92881, 1.58325, -3.28112], [1.65942, 2.07160, -1.14894], [4.15939, 3.67930, -3.60184], [4.28655, -0.46842, -3.04331], [-1.41081, -0.75539, -4.72375], [-1.27250, -0.70096, -3.28204], [-0.16447, -1.02892, -2.59059], [0.92554, -1.35827, -3.28152], [-0.23735, -1.07010, -0.90056], [-2.46019, -0.60348, -4.97096], [-1.10708, -1.73937, -5.09255], [-0.79614, 0.00295, -5.21430], [-2.04544, -0.40767, -2.71327], [1.04302, -0.98401, -4.22253], [1.80521, -1.44916, -2.77817]],
  "nbo_charge": [1.416, -0.114, -0.564, -0.181, -0.219, -0.835, 0.344, -0.795, -0.419, 0.424, 0.393, 0.425, 0.424, -0.597, -0.405, -0.398, -0.827, 1.085, -0.817, -0.442, -0.390, -0.607, 0.204, 0.198, 0.193, 0.213, 0.197, 0.197, 0.195, 0.236, 0.272, -0.165, 0.229, 0.259, 0.206, 0.247, 0.206, 0.170, 0.247, 0.194, 0.191, -0.950, 1.101, -1.026, -0.818, -0.862, -0.444, -0.600, 0.355, -0.827, -0.440, 0.193, 0.192, 0.247, 0.408, 0.434, 0.449]
}